1.
Computed, not measured: a molecular structure, C23H36As2CrN6OS5 at a distorted geometry, with ωB97M-V/def2-TZVPD.

```
74
C23H36As2CrN6OS5 (ωB97M-V/def2-TZVPD)
Cr -0.70276 -0.06110 -0.37386
C -0.16905 -4.21286 0.35029
N 0.63523 -3.54669 -0.64303
C 0.66901 -4.21907 -1.91196
C 1.70329 -2.73582 -0.26537
C 2.96909 -2.93819 -0.82247
C 4.03388 -2.09589 -0.54023
C 3.84989 -1.02749 0.31999
C 2.59794 -0.81275 0.87882
C 1.50577 -1.63358 0.60715
N 0.20432 -1.30934 1.05593
C -0.00528 -1.19211 2.38728
C 0.95037 -1.52014 3.38950
C 0.68773 -1.40219 4.74482
C -0.54392 -0.95423 5.19913
C -1.51310 -0.65812 4.24119
C -1.27280 -0.74241 2.87844
N -2.29350 -0.45197 1.92261
C -3.28013 0.54027 2.31908
C -2.99172 -1.66785 1.51301
H 0.11120 -5.27918 0.41811
H -0.03186 -3.76018 1.32708
H -1.22593 -4.15184 0.08248
H 1.21006 -5.18423 -1.87667
H 1.12402 -3.58062 -2.66752
H -0.35872 -4.41506 -2.22643
H 3.11107 -3.76587 -1.50533
H 4.99463 -2.26475 -1.01294
H 4.66304 -0.34381 0.53392
H 2.42927 0.04685 1.51674
H 1.91931 -1.87898 3.07676
H 1.46673 -1.66100 5.45537
H -0.76098 -0.86744 6.25692
H -2.49342 -0.33430 4.56886
H -3.90728 0.20824 3.16706
H -2.80556 1.48615 2.58203
H -3.92309 0.71664 1.45813
H -3.54061 -2.09694 2.37087
H -3.68308 -1.42588 0.70579
H -2.27432 -2.39362 1.14344
S -5.01976 0.48463 -0.95241
As -3.30450 0.09770 -2.17737
S -2.10321 -1.62084 -1.52586
S -1.71750 1.63768 -1.75999
S -3.90077 -0.02681 -4.22588
C -0.98092 4.87399 1.95005
N 0.08690 3.90992 1.70866
C 0.77603 3.97282 0.42565
C 0.94511 2.49968 0.05802
O 1.63146 2.08830 -0.85590
N 0.22879 1.72219 1.00024
C -0.17637 2.56272 1.91145
N -0.83168 2.19213 3.04600
H -0.55488 5.87221 2.04956
H -1.50738 4.62712 2.86754
H -1.70188 4.86851 1.12613
H 1.74492 4.46751 0.50945
H 0.17970 4.46694 -0.34715
H -0.85860 1.18585 3.20201
H -0.58796 2.72466 3.86820
C -0.57585 1.18912 -5.19936
As 0.99540 0.99476 -4.11234
C 2.39199 0.95980 -5.48410
C 1.26034 2.78581 -3.42744
S 1.27597 -0.71175 -2.95852
H -0.26837 1.64323 -6.14226
H -1.31406 1.79979 -4.68311
H -1.03018 0.21354 -5.35577
H 2.29616 1.79132 -6.18564
H 2.29952 0.01038 -6.01036
H 3.36270 0.99336 -4.99017
H 1.39928 3.42051 -4.30359
H 2.13034 2.81065 -2.77574
H 0.37054 3.07993 -2.87505
```

Multiplicity: 5
Total charge: -2
Frontier orbital gap (spin up / spin down) (eV): 5.0 / 5.0

2.
Computed, not measured: C6H12O in the gas phase, with ωB97M-V/def2-TZVPD.

```
19
C6H12O (ωB97M-V/def2-TZVPD)
C -1.76793 0.92050 -0.62820
C -0.70414 0.20214 0.21130
C -0.42506 0.96175 1.51511
C 0.60716 0.07527 -0.53312
C 1.75032 -0.61618 0.16638
C 1.19177 -1.18158 -1.11132
O 0.52304 -2.40769 -1.09916
H -2.22002 0.26250 -1.37763
H -2.56757 1.30921 0.01145
H -1.32944 1.77450 -1.15980
H -1.07340 -0.80825 0.44941
H -1.32805 1.05994 2.12406
H -0.04846 1.96624 1.28200
H 0.34245 0.47176 2.12678
H 0.89187 0.97466 -1.08148
H 2.69542 -0.09624 0.29192
H 1.45936 -1.17403 1.05934
H 1.71322 -1.07895 -2.05973
H 0.28946 -2.61554 -0.18731
```

Frontier orbital gap (eV): 10.4